# 1
Molecular formula: C23H20AlN5S2Se
Method: DFT, the ωB97M-V functional and the def2-TZVPD basis

Summary:
DFT total energy ... -125230.9578 eV
HOMO level ... -13.84 eV

Structure (ORCA input):
```
! RIJCOSX wB97M-V def2-TZVPD def2/J DEFGRID3
* xyz 2 1
C -5.65334 -0.04968 0.20799
H -8.26937 -0.80635 2.22666
C 1.71551 0.11389 1.98230
H 1.83573 0.20671 4.09774
H 0.81713 0.30672 -2.90443
C -3.02579 4.74829 -1.19572
H -2.68984 -1.29970 0.85981
H 1.33271 -1.37476 -2.98734
C -2.58422 2.44596 0.45026
Se 0.31176 3.00210 -2.19464
N 1.76670 -0.02861 -0.44045
H -7.64589 0.70814 0.36864
S -0.05942 0.24434 2.00341
S -1.31633 -1.11589 -1.49227
H -4.85669 -1.12115 -1.91267
C -4.73981 -0.97472 0.69905
C 2.44405 -0.22522 -1.58134
N -0.91860 4.20430 -2.26368
H -4.39320 3.01597 1.37318
H 4.35066 -0.48899 -2.51695
C 3.84314 -0.14142 0.82303
Al -0.10855 0.31808 -0.17743
C -1.86062 3.94471 -1.37788
H -2.39687 1.63723 1.14179
C -3.00631 -1.01638 -1.07270
H -4.35018 -2.53467 2.12698
C -6.34332 -1.74760 2.30249
H -6.60324 -2.40302 3.12354
H 2.32755 -0.12382 -3.72130
H -3.16238 5.62810 -1.81110
C -3.67910 3.24165 0.58978
C 1.68782 -0.34766 -2.87101
C 4.51278 -0.12998 2.06505
H -5.37341 0.65899 -0.56420
H -4.79883 4.98315 -0.07448
C 2.43999 -0.01232 0.77600
H 4.29916 -0.00252 4.17903
C 3.79839 -0.00390 3.21970
N -0.52175 2.08938 -0.86676
C -7.27523 -0.84909 1.79893
N -3.39933 -1.05865 0.18655
C -6.92875 -0.00310 0.75598
H 5.60624 -0.37750 -0.39159
C 3.83486 -0.35022 -1.57667
N -3.87124 -0.95647 -2.07094
H 5.59121 -0.23220 2.08105
H -3.52391 -1.01462 -3.01446
C -3.91092 4.38639 -0.23963
C 4.52489 -0.29551 -0.39764
C -1.64463 2.76264 -0.56561
C -5.07332 -1.81653 1.75141
C 2.39732 0.11624 3.17557
*
```

Atomic partial charges in e from the natural (NBO) method, atoms 1 to 8:
1 C -0.288
2 H 0.244
3 C -0.164
4 H 0.245
5 H 0.213
6 C -0.160
7 H 0.436
8 H 0.264

=====

# 2
Molecular formula: C23H20BBr2F3N10ORe
Method: DFT, the ωB97M-V functional and the def2-TZVPD basis

Summary:
DFT total energy ... -192142.7795 eV
Relative energy (zero: lowest compared OMol25 entry of this formula, charge and spin) ... 97.04 kJ/mol
HOMO level (spin up / spin down) ... -16.20 / -16.20 eV

Structure (ORCA input):
```
! RIJCOSX wB97M-V def2-TZVPD def2/J DEFGRID3
* xyz 3 1
N -1.24700 1.63226 -1.49234
C 2.55811 1.26613 -2.59752
C -0.90138 2.33863 -2.59291
H -0.30789 -4.17930 6.07964
B -0.06240 -1.53546 2.14820
C 3.48176 -1.98176 1.07971
C -0.35814 -2.53185 4.59929
C 1.00776 2.85865 -4.14287
H 4.48126 -2.36129 1.14035
H 3.15968 0.63954 -1.96014
H -0.64710 0.23273 4.54962
N -0.42465 0.77000 1.39535
H 2.44981 -2.79925 2.86120
Br -4.35683 4.41077 -3.61598
C -2.79058 -2.72642 -0.11121
C -0.91272 1.95901 3.20363
C -2.28253 -1.60772 -0.74985
F 0.06150 -2.38355 -1.79157
C -1.99824 -2.88618 1.01363
H 0.37951 3.49281 -4.74557
H 2.09781 2.41788 0.98142
H -1.19538 2.76660 3.84801
N 1.35645 -1.55632 1.53218
H -4.46033 2.60002 -1.20926
C -3.11525 3.28045 -2.75666
C 2.34854 2.69208 -4.49575
C -1.81239 3.15993 -3.24228
N -1.07919 -1.91270 1.03799
N 1.26857 1.38524 -2.28027
C 2.43961 -2.21423 1.96379
H 3.43024 -0.77881 -0.76151
O 1.55299 2.43437 0.18611
N -1.25248 -1.12534 -0.04562
N 1.65994 -0.88290 0.39525
H -0.65718 -1.66694 5.15239
C -0.15667 -3.81779 5.08298
F -0.57405 -0.78471 -3.10703
Re 0.22902 0.39378 -0.58171
N -0.12884 -2.54313 3.27040
H -3.62171 -3.32916 -0.41868
H -1.53163 3.70927 -4.12407
H -2.61840 -1.15957 -1.66525
H 0.37453 -5.63833 3.87973
N 0.13410 -3.81882 2.89743
F 1.51163 -1.17332 -2.74877
C 2.93906 -1.15105 0.11300
C 0.49364 2.19524 -3.03500
C 3.14321 1.88115 -3.68359
H -2.75651 1.15193 -0.17778
C -0.64615 0.64937 3.56466
C -2.50318 1.74206 -1.04467
C -0.77254 1.98405 1.82519
H -2.06640 -3.64977 1.76168
H 4.18525 1.71858 -3.90540
C 0.31500 -1.13327 -2.16485
N -0.36463 -0.05369 2.45917
H 1.68385 3.29095 -0.23488
C 0.18254 -4.58585 3.94553
C -3.46435 2.54541 -1.62089
H -0.91808 2.81076 1.15621
Br 3.05946 3.55883 -6.01988
*
```

Atomic partial charges in e from the natural (NBO) method, atoms 1 to 8:
1 N -0.538
2 C 0.119
3 C 0.285
4 H 0.261
5 B 0.918
6 C -0.257
7 C -0.031
8 C -0.220